i:
# C2H11N2O

A cluster of 2 separate species, C2H11N2O in total (ωB97M-V/def2-TZVPD, the OMol25 dataset).

Each line ends with the Mulliken charge.
CARTESIAN COORDINATES (ANGSTROEM)
H  0.46602  2.16250  -0.42726  0.277
N  -0.15438  -0.57120  1.05121  -1.747
H  -0.17314  -1.22707  1.87375  1.098
H  0.34172  0.18164  -1.65927  0.525
H  1.86061  -1.07519  0.63216  0.631
H  0.57664  -1.83127  -0.40110  0.406
H  0.09878  0.31911  1.53135  0.632
N  1.18620  1.49719  -0.26915  -0.694
C  0.92465  -0.93142  0.10649  -1.351
O  -2.92335  -0.09023  0.11062  -1.022
H  -1.08316  -0.33580  0.65100  0.441
C  1.13135  0.19249  -0.93655  -0.546
H  -2.94522  0.56209  -0.60612  0.362
H  2.10900  0.06645  -1.38077  0.363
H  -3.48271  -0.81751  -0.16638  0.411
H  2.06698  1.89821  -0.11000  0.215

LUMO energy (alpha / beta), eV: 0.83 / 0.51
Kohn-Sham gap (alpha / beta), eV: 3.7 / 10.1
Highest occupied orbital energy (alpha / beta), eV: -2.9 / -9.6
2S+1: 2

ii:
# C2H11N2O

A cluster of 2 separate species, C2H11N2O in total (ωB97M-V/def2-TZVPD, the OMol25 dataset).

Each line ends with the Mulliken charge.
CARTESIAN COORDINATES (ANGSTROEM)
H  -0.56289  -1.73016  1.33718  0.215
N  -0.42344  -1.54738  0.35527  -0.743
H  0.63568  1.93277  0.09424  0.236
H  2.57152  -0.18274  -0.25795  0.868
C  1.68440  1.66235  -0.08324  -1.302
H  -0.15051  -2.34847  -0.18271  0.329
H  1.72130  0.17700  -1.64849  1.021
O  -1.63128  0.37575  0.63782  -0.301
H  -2.42443  -1.37496  -0.24344  0.318
N  1.67808  0.24084  -0.60646  -1.844
H  2.14714  1.61393  0.89302  0.478
H  -2.52544  0.70413  0.62043  0.267
C  -1.50784  -0.77285  -0.17556  -0.738
H  0.85922  -0.35472  -0.32008  0.180
H  -1.40432  -0.41505  -1.20803  0.437
H  1.97179  2.32374  -0.89209  0.579

LUMO energy (alpha / beta), eV: 0.68 / 0.50
Kohn-Sham gap (alpha / beta), eV: 3.7 / 10.5
Highest occupied orbital energy (alpha / beta), eV: -3.1 / -10.0
2S+1: 2

Energies relative to the most stable structure are i 0.000; ii 0.420, reported in eV.

i:
# H18NO7

A cluster of 8 separate species, H18NO7 in total (ωB97M-V/def2-TZVPD, the OMol25 dataset).

Each line ends with the Mulliken charge.
CARTESIAN COORDINATES (ANGSTROEM)
H  -2.54888  0.80108  1.79303  0.292
O  -0.65376  -1.26430  -2.06466  -0.651
H  1.54063  4.19200  -0.82422  0.365
H  -0.80952  -1.32706  0.32032  0.231
H  -0.07426  -0.49703  -1.90732  0.340
H  1.50506  2.37603  -1.97798  0.420
H  -1.81722  -3.38502  3.24516  0.305
H  1.51609  0.13294  0.28438  0.416
O  0.67581  1.46061  1.17740  -0.716
H  2.12051  0.02095  -1.09152  0.267
N  -0.39567  -2.25192  0.36475  -0.317
H  0.58048  -2.22190  0.66691  0.328
O  -1.88886  0.51184  1.15606  -0.697
H  1.13114  1.67954  1.99870  0.319
H  -0.97996  -2.94263  0.83567  0.395
H  -2.51478  -2.08430  2.96851  0.296
H  -0.78251  -1.30400  -3.01335  0.293
H  1.59973  1.86408  -3.44453  0.311
H  1.44454  2.80425  -0.26310  0.337
O  1.63071  -0.50248  -0.44341  -0.624
H  -2.11196  0.83579  0.26557  0.343
H  -0.29102  1.38162  1.34926  0.367
O  1.17493  1.67372  -2.61494  -0.680
H  -0.24440  -2.64124  -0.57361  0.365
O  2.02348  3.34890  -0.81701  -0.697
O  -1.83030  -2.66145  2.60993  -0.610

LUMO energy, eV: -3.05
Kohn-Sham gap, eV: 10.7
Highest occupied orbital energy, eV: -13.8
Charge: +1
2S+1: 1

ii:
# H18NO7

A cluster of 8 separate species, H18NO7 in total (ωB97M-V/def2-TZVPD, the OMol25 dataset).

Each line ends with the Mulliken charge.
CARTESIAN COORDINATES (ANGSTROEM)
H  -4.05116  -0.07813  0.06059  0.293
H  -0.04638  -0.71812  -1.73713  0.363
H  4.76034  -2.00468  -1.97677  0.332
O  0.60078  2.67735  -1.52245  -0.643
H  1.18491  -1.45988  1.74097  0.284
H  -2.45642  -0.40378  -2.93841  0.324
H  0.00411  2.80837  -0.80583  0.297
H  -1.71816  2.41391  0.99965  0.272
H  -2.20245  -0.35679  -1.38371  0.364
N  0.88600  -0.27206  -1.86877  -0.349
H  4.17010  -2.28624  -0.71194  0.327
O  -3.25287  -0.00272  0.54347  -0.691
H  -1.87950  1.01645  0.97911  0.371
H  2.23062  -0.49058  2.20066  0.320
H  -0.10588  -1.37573  4.87205  0.331
O  1.71791  -0.82281  1.39514  -0.589
O  -0.47321  -0.61094  4.30567  -0.610
H  0.92980  0.01253  -2.94052  0.378
H  -1.05591  -0.02257  4.65016  0.288
O  -1.18898  1.67120  0.98071  -0.593
H  -3.39678  0.06065  1.52878  0.333
H  0.92578  3.54506  -1.79780  0.310
O  -1.82040  -0.69873  -2.23846  -0.687
H  0.76154  0.54617  -1.35707  0.286
H  1.56549  -0.75354  -1.29047  0.347
O  3.91072  -2.39439  -1.68764  -0.657

LUMO energy, eV: -2.79
Kohn-Sham gap, eV: 11.3
Highest occupied orbital energy, eV: -14.1
Charge: +1
2S+1: 1

iii:
# H18NO7

A cluster of 8 separate species, H18NO7 in total (ωB97M-V/def2-TZVPD, the OMol25 dataset).

Each line ends with the Mulliken charge.
CARTESIAN COORDINATES (ANGSTROEM)
H  0.23024  -2.75359  1.42390  0.348
H  -0.61838  -0.38730  -0.48749  0.386
H  -2.50747  1.79121  -1.31313  0.319
H  2.48995  1.07624  1.98173  0.310
O  2.40825  0.16331  1.67597  -0.634
O  -1.04002  -1.74616  -1.68606  -0.641
H  3.29438  -0.04513  1.35060  0.320
H  -0.60734  3.75384  -0.69925  0.294
O  -0.59320  -1.21183  2.66226  -0.645
H  0.00306  -1.38045  3.40487  0.328
H  -0.19307  -1.75496  -2.14816  0.294
O  0.61150  -3.58833  1.11915  -0.631
O  1.27371  0.72790  -2.48939  -0.576
O  0.06711  3.06433  -0.75876  -0.619
H  -3.09350  2.30535  -0.00330  0.312
H  -0.36160  1.22251  -0.01116  0.349
H  -1.40292  -1.69508  2.87243  0.290
H  0.91007  0.14517  -0.31962  0.347
H  1.60593  0.08318  -3.12705  0.290
O  -2.80259  1.49602  -0.44196  -0.642
N  -0.02832  0.24562  0.08471  -0.305
H  0.08950  0.02711  1.08150  0.288
H  1.04537  1.49695  -3.02647  0.302
H  0.03080  -4.28091  1.45143  0.312
H  -1.64854  -2.20451  -2.27775  0.296
H  0.83707  3.44952  -0.31901  0.308

LUMO energy, eV: -2.91
Kohn-Sham gap, eV: 10.9
Highest occupied orbital energy, eV: -13.8
Charge: +1
2S+1: 1

Energies relative to the most stable structure are i 0.000; ii 1.882; iii 0.078, reported in eV.

i:
# C20H26FN5O3

The molecule C20H26FN5O3 (ωB97M-V/def2-TZVPD, the OMol25 dataset).

Each line ends with the Mulliken charge.
CARTESIAN COORDINATES (ANGSTROEM)
H  1.01030  2.09573  2.82360  0.368
N  -0.39359  -1.16227  0.68839  0.282
O  3.03510  -0.09541  1.03818  -0.251
C  3.72524  -1.30815  1.26324  -0.520
C  -2.67648  -3.22823  -2.49057  -1.026
C  0.33140  1.61875  0.12562  -0.444
H  3.11390  -0.13757  -1.04184  0.262
F  4.30008  -0.86985  3.51843  -0.299
H  -0.71456  -0.57648  2.64431  0.765
H  1.45104  -1.12783  -0.22646  -0.564
H  -3.17135  -3.32540  -3.44236  0.512
N  -2.01322  -4.25247  -1.92121  0.097
H  -4.29999  1.83940  -0.04988  0.424
C  -3.07749  -0.16512  -3.01982  -0.357
C  0.24196  0.53112  -0.95968  -0.168
C  -2.58409  -2.16763  -1.61785  0.871
H  3.33002  -2.10618  0.61702  0.339
H  -2.71247  -0.67738  -3.90108  0.419
H  -0.42370  3.07936  2.49916  0.406
H  0.76082  4.00265  1.02984  0.384
C  -0.08881  -0.28132  1.80581  -1.039
H  -1.44045  1.22853  1.22187  -0.022
H  -0.27917  2.43809  -0.26510  0.400
H  4.47685  0.64019  -0.24048  0.548
C  -0.36558  1.17352  1.43458  1.303
C  3.39412  0.49441  -0.18627  -0.491
H  2.52553  -1.67347  3.01552  0.147
N  1.66471  2.26434  0.30702  0.269
H  -3.60317  -0.50647  0.29592  0.531
C  -3.94460  1.24991  -0.88863  -0.417
O  -2.19020  -2.08089  1.72581  -0.660
C  0.41811  -0.91348  -0.48955  -0.212
H  -3.49406  1.65987  -4.06758  0.376
H  3.94615  -2.73372  2.83873  0.319
H  0.95944  -0.40128  2.08108  -0.494
H  0.93045  0.75214  -1.77932  0.549
H  -1.90255  -5.18623  -2.27384  0.152
N  -3.92395  1.86485  -2.06910  -0.664
H  -0.55603  1.65882  3.52237  0.497
H  0.13434  -1.59760  -1.28653  0.510
C  -1.48337  -1.96371  0.73715  -0.093
H  1.29463  4.12440  -0.66133  0.300
C  2.79976  1.87765  -0.38041  0.213
H  4.79180  -1.18848  1.03914  0.445
C  1.54040  3.72537  0.32738  -1.058
C  -0.06411  2.05976  2.63496  -2.075
N  -1.49331  -3.94422  -0.72466  -0.863
C  -1.84027  -2.68657  -0.52886  0.187
H  2.47960  4.16771  0.64955  0.349
O  3.41229  2.63717  -1.10572  -0.638
C  -3.50378  1.15001  -3.11009  -0.471
C  3.56885  -1.71884  2.69944  -0.214
H  -0.76158  0.60470  -1.38586  -0.089
C  -3.08714  -0.79887  -1.77988  0.804
C  -3.54782  -0.06339  -0.69021  0.099

SMILES string: C[C@@H]1CN(C(=O)c2n[nH]cc2-c2ccncc2)CC[C@@H]1N(C)C(=O)COCCF
LUMO energy, eV: 0.51
Kohn-Sham gap, eV: 9.7
Highest occupied orbital energy, eV: -9.2
2S+1: 1

ii:
# C20H26FN5O3

The molecule C20H26FN5O3 (ωB97M-V/def2-TZVPD, the OMol25 dataset).

Each line ends with the Mulliken charge.
CARTESIAN COORDINATES (ANGSTROEM)
H  -1.29341  3.14611  5.18950  0.363
N  -2.45404  2.12845  -4.13734  0.100
N  -0.27867  1.36330  -0.45375  0.157
C  -0.63223  -1.05431  -0.27120  -0.694
C  0.01403  2.03941  -1.58828  -0.110
H  -3.23954  2.60619  -4.54161  0.152
H  -2.28950  -1.10044  3.59699  0.555
H  1.05388  -3.43552  3.12267  0.366
H  -1.36419  -1.81781  -0.00040  0.517
O  -1.62092  0.74290  2.93432  -0.307
H  -2.37701  1.02100  4.84081  0.338
N  1.99895  -2.46012  -3.68342  -0.659
H  3.37365  -1.11703  -2.95745  0.416
H  3.09482  1.06950  1.64693  0.534
H  -2.11059  0.55170  -5.51954  0.509
H  0.47566  -3.61475  -4.43821  0.377
F  0.01836  2.97120  3.67098  -0.288
H  -0.30697  -1.28627  -1.28802  0.040
C  0.66995  1.36948  0.64990  -1.292
N  0.39745  -1.83488  1.95532  0.245
H  -0.62341  0.74266  4.75951  0.309
H  -1.88558  0.56166  0.54993  0.187
C  0.75253  -2.61383  -4.12428  -0.474
C  -1.81192  1.04345  -4.60892  -1.007
C  -0.89458  1.81223  -2.76190  0.219
N  -1.91453  2.61110  -3.00825  -0.858
H  1.98162  0.07524  -0.35977  0.115
H  2.32909  -2.28331  2.76833  0.327
C  0.19162  -0.31171  -3.76313  0.686
C  -1.46658  1.22542  4.26152  -0.365
H  2.15082  0.01401  2.69500  0.312
H  3.30910  -0.67269  1.54427  0.375
H  1.22284  -1.95935  0.12651  0.512
C  -1.64530  -0.66495  2.82494  -0.939
C  -0.17694  -1.58834  -4.18075  -0.368
H  -1.96091  0.36957  -1.18979  0.477
C  1.50278  -0.13829  -3.32554  0.151
C  -1.29114  0.33092  -0.33322  -0.804
H  1.33011  2.22347  0.52244  0.735
C  2.56909  0.11454  1.69118  -2.081
H  1.73417  -3.36070  1.48423  0.336
C  1.44771  -2.77398  2.35539  -1.002
O  0.12884  -1.45435  4.16982  -0.663
C  -0.77625  0.79049  -3.73781  0.887
H  -1.97768  3.18380  3.53891  0.253
C  2.35134  -1.23437  -3.30185  -0.398
H  0.12514  1.48291  1.58777  -0.082
O  0.98349  2.77328  -1.70616  -0.661
C  -0.27974  -1.31000  3.02705  0.871
C  -1.24513  2.70700  4.19194  -0.462
H  -2.06828  -0.90533  1.85591  0.365
C  1.48754  0.08098  0.61976  1.607
H  -1.18669  -1.79187  -4.51442  0.414
H  1.85942  0.83490  -3.01351  0.531
C  0.61770  -1.20271  0.62670  -0.826

SMILES string: C[C@@H]1CN(C(=O)c2n[nH]cc2-c2ccncc2)CC[C@@H]1N(C)C(=O)COCCF
LUMO energy, eV: 0.56
Kohn-Sham gap, eV: 9.6
Highest occupied orbital energy, eV: -9.1
2S+1: 1

Energies relative to the most stable structure are i 0.118; ii 0.000, reported in eV.